1.
A structure of composition C42H66P2SSe2SiSn, computed with ωB97M-V with the def2-TZVPD basis set.

Geometry as ORCA input:
```
! wB97M-V def2-TZVPD RIJCOSX def2/J DEFGRID3
* xyz -1 2
Sn 0.000 0.000 0.000
C -2.300 0.211 -2.443
Si -1.109 1.308 -1.559
C -1.919 2.572 -0.471
C -2.930 3.379 -1.044
C -3.707 4.230 -0.262
C -3.503 4.277 1.107
C -2.502 3.498 1.692
C -1.674 2.657 0.928
P -0.278 1.771 1.682
C 0.806 3.039 2.460
C 0.226 4.008 3.489
C 1.336 4.788 4.208
C 2.539 5.092 3.316
C 2.138 5.180 1.853
C 1.507 3.875 1.354
C -0.861 0.550 2.905
C 0.265 -0.487 3.150
C -0.010 -1.346 4.379
C -0.070 -0.505 5.653
C -0.521 0.934 5.403
C -1.483 1.032 4.220
C 0.299 1.880 -2.623
C -0.019 2.760 -3.686
C 0.925 3.111 -4.646
C 2.201 2.579 -4.574
C 2.543 1.724 -3.524
C 1.628 1.373 -2.515
P 2.172 0.340 -1.101
C 3.716 1.076 -0.446
C 3.888 0.740 1.055
C 5.241 1.171 1.637
C 5.892 2.282 0.827
C 6.115 1.857 -0.624
C 5.056 0.872 -1.145
C 2.400 -1.373 -1.695
C 3.380 -1.603 -2.850
C 3.775 -3.073 -2.965
C 4.501 -3.566 -1.714
C 4.023 -2.900 -0.425
C 2.595 -2.377 -0.534
H -2.851 0.756 -3.215
H -3.033 -0.216 -1.751
H -1.784 -0.622 -2.930
H -3.144 3.334 -2.111
H -4.482 4.838 -0.722
H -4.116 4.926 1.728
H -2.380 3.581 2.765
H 1.585 2.460 2.972
H -0.383 3.517 4.246
H -0.426 4.737 2.993
H 1.679 4.224 5.084
H 0.912 5.724 4.592
H 3.292 4.303 3.436
H 3.013 6.026 3.640
H 3.008 5.427 1.234
H 1.422 6.001 1.724
H 2.293 3.268 0.900
H 0.821 4.131 0.537
H -1.662 0.009 2.380
H 1.239 0.004 3.285
H 0.369 -1.135 2.270
H 0.761 -2.118 4.483
H -0.963 -1.874 4.243
H 0.917 -0.486 6.132
H -0.746 -0.991 6.366
H 0.362 1.556 5.216
H -0.994 1.330 6.309
H -1.897 2.037 4.152
H -2.345 0.389 4.448
H -1.025 3.164 -3.795
H 0.654 3.778 -5.460
H 2.938 2.825 -5.334
H 3.548 1.325 -3.532
H 3.515 2.153 -0.501
H 3.770 -0.333 1.244
H 3.092 1.223 1.630
H 5.915 0.305 1.660
H 5.109 1.490 2.677
H 6.848 2.575 1.277
H 5.251 3.172 0.854
H 7.105 1.397 -0.730
H 6.126 2.755 -1.254
H 5.420 -0.146 -0.972
H 5.007 0.996 -2.226
H 1.407 -1.618 -2.100
H 4.294 -1.020 -2.741
H 2.922 -1.280 -3.792
H 4.413 -3.226 -3.843
H 2.874 -3.678 -3.126
H 5.579 -3.392 -1.819
H 4.376 -4.653 -1.639
H 4.697 -2.077 -0.170
H 4.097 -3.615 0.403
H 2.275 -1.968 0.431
H 1.940 -3.241 -0.712
C -2.093 -2.748 2.812
Se -0.950 -1.645 1.684
C -0.325 -3.168 0.634
C -1.127 -3.282 -0.652
Se -0.941 -1.629 -1.668
C -1.910 -2.369 -3.186
H -1.476 -3.430 3.432
H -2.821 -3.308 2.189
H -2.665 -2.081 3.489
H -0.404 -4.106 1.222
H 0.753 -3.022 0.411
H -2.197 -3.449 -0.404
H -0.727 -4.134 -1.242
H -2.934 -2.665 -2.879
H -1.350 -3.224 -3.618
H -1.997 -1.583 -3.963
S 2.678 0.000 2.322
C 1.582 0.000 1.372
H -1.751 0.000 0.000
*
```

maximum force = 13.68 eV Å⁻¹
orbital gap (alpha / beta) = 3.57 / 3.59 eV

2.
A structure of composition C18H35AsCl2N3NaO, computed with ωB97M-V with the def2-TZVPD basis set.

Geometry as ORCA input:
```
! wB97M-V def2-TZVPD RIJCOSX def2/J DEFGRID3
* xyz 0 1
Na -0.244 0.200 1.117
Cl -1.140 -1.245 3.479
C -1.170 0.241 4.474
Cl 0.425 1.096 4.375
H -1.305 0.052 5.512
H -1.914 0.923 4.111
C -0.823 -2.507 -0.721
N -1.188 -1.823 -1.925
C -0.064 -1.780 -2.816
C -1.542 -0.462 -1.638
C -2.754 -0.331 -0.748
C -4.072 -0.478 -1.158
C -5.179 -0.454 -0.274
C -4.936 -0.029 0.977
C -3.605 0.299 1.386
C -2.495 0.136 0.588
H -0.644 -3.576 -0.979
H -1.641 -2.401 0.060
H 0.073 -2.123 -0.216
H 0.311 -2.740 -2.898
H 0.687 -1.065 -2.467
H -0.435 -1.548 -3.759
H -1.684 -0.001 -2.622
H -0.693 0.034 -1.176
H -4.305 -0.828 -2.192
H -6.124 -0.776 -0.719
H -5.713 0.079 1.702
H -3.662 0.777 2.399
C 2.647 -3.423 -0.467
N 2.486 -2.451 0.614
C 1.696 -2.915 1.747
C 2.646 -1.127 0.379
O 1.988 -0.285 0.974
N 3.550 -0.674 -0.542
C 3.390 0.704 -0.943
C 4.805 -1.287 -0.960
H 2.601 -3.004 -1.445
H 1.798 -4.125 -0.376
H 3.590 -3.977 -0.352
H 2.176 -2.679 2.636
H 1.459 -3.978 1.595
H 0.695 -2.433 1.857
H 2.337 0.922 -1.093
H 3.879 0.880 -1.912
H 3.896 1.362 -0.161
H 4.878 -2.280 -0.553
H 5.599 -0.687 -0.470
H 4.831 -1.243 -2.054
C -0.737 3.108 -1.630
As 0.108 3.233 0.111
C -1.312 3.990 1.142
C 0.999 4.958 -0.046
H -1.361 4.011 -1.726
H -1.326 2.204 -1.651
H -0.085 3.031 -2.459
H -1.846 4.810 0.606
H -0.853 4.436 1.995
H -2.063 3.313 1.411
H 0.474 5.594 -0.765
H 2.060 4.862 -0.251
H 0.829 5.482 0.915
*
```

maximum force = 2.53 eV Å⁻¹
orbital gap = 6.76 eV

3.
The molecule C5H7NO, computed with ωB97M-V with the def2-TZVPD basis set.

Geometry as ORCA input:
```
! wB97M-V def2-TZVPD RIJCOSX def2/J DEFGRID3
* xyz 0 1
H -2.273 1.983 -0.780
N -2.018 1.445 0.048
C -1.030 0.694 -0.182
O -0.314 0.658 -1.351
C 0.526 -0.498 -1.308
C 0.835 -0.750 0.147
C 0.914 0.218 1.288
C -0.433 -0.287 0.789
H 1.328 -0.388 -2.031
H -0.072 -1.376 -1.573
H 1.167 -1.751 0.387
H 1.135 1.276 1.159
H 1.337 -0.192 2.206
H -1.102 -1.030 1.202
*
```

maximum force = 0.84 eV Å⁻¹
structure (SMILES) = [H]/N=C1\OC[C@H]2C[C@@H]12
orbital gap = 10.83 eV